Record 1
Formula: CH12O4S2
Source: the OMol25 dataset
Level of theory: ωB97M-V/def2-TZVPD

Geometry as ORCA input:
```
! RIJCOSX wB97M-V def2-TZVPD def2/J DEFGRID3
* xyz 0 1
C -0.72270 -1.37798 2.64195
S 0.85584 -1.38954 1.69570
S 1.38714 0.65436 1.87119
H -1.10203 -2.38715 2.63205
H -0.53584 -0.94020 3.58108
H -1.25733 -0.63105 2.05075
H 2.07587 0.90706 0.74417
O 1.50009 -0.49550 -1.61565
H 2.23757 -1.11172 -1.64906
H 0.66544 -1.03741 -1.24051
O -1.50876 -1.53495 -1.38418
H -1.62483 -0.53531 -1.17941
H -2.00482 -1.52189 -2.19510
O -1.55733 1.40485 -0.60505
H -2.08123 2.10691 -0.24340
H -0.74605 1.93435 -0.60001
O 1.32875 2.17127 -1.15251
H 1.42027 1.23125 -1.39498
H 1.66994 2.55267 -1.95704
*
```

- molar mass (g mol⁻¹) = 152.24
- LUMO (eV) = 0.54
- ΔE to the lowest compared entry with this formula, charge and spin (kJ/mol) = 85.0
- electronic energy (eV) = -31091.961
- structure (SMILES) = CSS.O.O.O.O

---

Record 2
Formula: C3H8S2
Source: the OMol25 dataset
Level of theory: ωB97M-V/def2-TZVPD

Geometry as ORCA input:
```
! RIJCOSX wB97M-V def2-TZVPD def2/J DEFGRID3
* xyz 0 1
C 2.65930 0.47113 0.22945
C 0.18149 0.33918 -0.60164
C -2.15129 0.57855 0.56255
H 3.45072 0.19343 1.16712
H 3.34041 0.42939 -0.80867
H 2.71555 1.65621 0.38472
H 1.02533 0.02387 -1.40103
H 0.13385 1.32903 -0.57015
H -2.92301 -0.70515 1.79454
H -0.71639 1.53130 1.15536
H -3.30279 1.64173 -0.37759
S 1.09103 -0.49883 0.79612
S -1.58232 -0.40323 -0.95152
*
```

- molar mass (g mol⁻¹) = 108.23
- LUMO (eV) = -1.54
- ΔE to the lowest compared entry with this formula, charge and spin (kJ/mol) = 1237.0
- electronic energy (eV) = -24898.576